Record 1
The following is a quantum chemistry calculation of C31H27BBrGaNO5 as an isolated structure in a non-equilibrium geometry, from the Open Molecules 2025 dataset.

The geometry in XYZ format:
```
67
Properties=species:S:1:pos:R:3:forces:R:3
C 3.5552 4.5979 5.5270 -0.7 -0.1 0.3
C 2.5337 4.7688 6.8267 0.4 0.6 -0.4
C 1.2260 5.6384 6.3337 0.3 -1.1 2.2
Br 1.8196 7.2210 5.2547 -0.2 -0.2 0.6
Ga -0.1938 4.5445 5.2930 0.4 0.1 0.0
B -2.0580 5.2280 5.9271 -1.8 0.4 -0.3
N -3.1296 4.1400 6.1800 2.2 0.8 1.7
O -2.4268 6.6342 6.1852 -0.5 -1.1 -1.4
H 4.2917 5.5182 5.5005 -1.5 -2.0 -0.2
H 4.1475 3.5886 5.5499 -1.0 1.9 0.2
H 2.8492 4.5485 4.5698 1.7 0.3 1.9
H 2.2343 3.6863 7.2074 0.3 2.4 -0.8
H 3.0371 5.3772 7.7165 -0.7 -1.5 -1.8
H 0.6757 6.0661 7.2947 1.3 -0.6 -2.0
H 0.0423 4.6260 3.7150 0.1 0.0 -0.1
H -0.0860 3.0116 5.8228 0.1 -0.1 -0.1
H -2.6221 3.2204 6.0820 -0.7 1.3 0.2
H -3.3081 4.2365 7.2250 -0.4 -0.2 -1.5
H -2.5996 7.1443 5.3388 0.6 -1.1 1.6
C 4.3077 -1.8937 0.9122 -0.3 0.2 0.1
C 3.9945 -2.1640 -0.4196 -0.3 0.2 -0.1
C 2.9216 -1.5130 -1.0306 0.4 -0.1 0.1
C 2.1512 -0.5973 -0.3036 0.5 -0.4 0.0
C 2.4493 -0.3455 1.0350 0.6 -0.5 -0.1
C 3.5375 -0.9866 1.6413 0.2 -0.2 -0.2
C 1.6134 0.5811 1.8254 0.1 0.6 1.7
O 1.8767 0.8055 3.0004 -0.1 -0.3 -0.9
C 0.4512 1.2259 1.1823 -0.6 0.4 0.1
C -0.3837 2.0615 1.9356 -0.2 0.0 0.0
C -1.4773 2.6859 1.3318 0.2 -0.2 0.0
C -1.7342 2.4858 -0.0242 0.3 -0.3 0.0
C -0.9074 1.6495 -0.7757 -0.2 0.1 0.1
C 0.1819 1.0106 -0.1685 -0.4 0.3 -0.2
C 1.0293 0.0999 -0.9633 -0.5 0.1 -1.1
O 0.8015 -0.0802 -2.1540 0.2 0.0 0.5
H 5.1496 -2.3941 1.3858 -0.2 0.1 -0.1
H 4.5871 -2.8805 -0.9841 -0.1 0.1 0.1
H 2.6861 -1.7252 -2.0722 0.0 0.2 0.2
H 3.7845 -0.7847 2.6821 -0.2 0.1 -0.2
H -0.1883 2.2256 2.9941 0.1 0.0 -0.2
H -2.1274 3.3302 1.9198 0.2 -0.1 0.0
H -2.5818 2.9778 -0.4965 0.2 -0.1 0.1
H -1.1170 1.4942 -1.8328 0.2 -0.1 0.2
C 0.0823 -4.7055 -1.9041 -0.2 -0.1 -0.3
C 0.2182 -3.3273 -2.0687 -0.2 0.0 -0.3
C -0.3486 -2.6973 -3.1779 0.0 0.0 0.1
C -1.0435 -3.4499 -4.1324 0.4 0.0 0.5
C -1.1583 -4.8311 -3.9804 0.3 0.0 0.5
C -0.6040 -5.4591 -2.8574 0.2 0.1 0.2
C -1.8463 -5.6414 -5.0061 0.0 -1.3 0.3
O -1.9506 -6.8544 -4.8716 0.0 0.6 -0.1
C -2.3986 -4.9704 -6.1998 -0.3 0.0 -0.6
C -3.0023 -5.7334 -7.2078 -0.1 0.2 -0.3
C -3.5392 -5.1054 -8.3338 0.2 -0.1 0.4
C -3.4832 -3.7170 -8.4517 0.2 0.1 0.3
C -2.8774 -2.9549 -7.4517 -0.1 -0.2 -0.2
C -2.3253 -3.5842 -6.3281 -0.4 -0.1 -0.6
C -1.6550 -2.7725 -5.2931 0.2 1.6 0.0
O -1.6014 -1.5526 -5.3982 -0.1 -0.8 0.0
H 0.5160 -5.1953 -1.0350 -0.1 0.1 -0.2
H 0.7640 -2.7418 -1.3322 -0.2 -0.1 -0.2
H -0.2429 -1.6203 -3.2971 -0.1 -0.3 0.0
H -0.7013 -6.5353 -2.7251 -0.1 0.3 -0.2
H -3.0530 -6.8177 -7.1219 0.1 0.3 0.2
H -4.0029 -5.7002 -9.1178 0.1 0.1 0.2
H -3.9078 -3.2269 -9.3253 0.1 -0.1 0.2
H -2.8331 -1.8718 -7.5530 0.1 -0.3 0.2
```
Forces are in eV/Å.

Calculated values
* E_LUMO: 0.2 eV
* net charge: -1
* energy: -167409.133 eV
* frontier orbital gap: 0.1664 Ha
* E_HOMO: -4.31 eV

Atom charges from the Mulliken analysis, given in e for atoms 1 to 8:
1. C -0.82
2. C -0.38
3. C -0.36
4. Br -0.30
5. Ga -0.05
6. B 0.62
7. N -0.78
8. O -0.53

Record 2
The following is a quantum chemistry calculation of a 13-piece molecular cluster, CH24F3O15S overall, from the Open Molecules 2025 dataset.

The geometry in XYZ format:
```
44
Properties=species:S:1:pos:R:3:forces:R:3
C -0.7329 1.1903 0.9400 0.2 0.4 -0.6
F -0.5010 1.2928 2.2594 0.0 -0.1 -0.1
F -2.0162 0.8890 0.7522 0.2 -0.2 0.2
F -0.5446 2.4200 0.4013 -0.1 0.0 0.2
S 0.4135 0.0280 0.0681 -0.6 -0.7 -0.2
O 1.6713 0.7172 0.0714 0.3 0.2 0.4
O 0.3486 -1.1774 0.8773 0.2 0.2 0.3
O -0.2139 -0.1017 -1.2309 -0.2 0.4 0.1
O -4.2311 2.7350 0.4628 -0.1 0.1 -0.1
H -3.7194 1.9762 0.1617 -0.1 0.0 0.1
H -3.5906 3.2910 0.9146 0.0 0.0 0.0
O -2.4908 0.1903 4.3412 0.1 0.0 0.1
H -2.1720 0.4346 5.2153 0.0 0.0 0.0
H -1.8165 0.5209 3.7352 -0.1 -0.1 0.0
O 0.3311 2.4618 -3.4984 0.1 0.1 0.2
H 0.0126 2.2790 -2.6056 -0.1 -0.2 -0.1
H -0.4591 2.6708 -4.0046 0.0 0.0 0.0
O 3.1619 2.4616 -1.6782 -0.1 0.1 0.3
H 2.7803 2.1433 -0.8455 0.0 -0.1 -0.3
H 2.4197 2.4735 -2.2946 0.1 0.0 -0.1
O -2.5230 -2.2245 -1.3005 -0.4 -0.2 0.1
H -1.9873 -1.4213 -1.3146 0.2 -0.2 0.0
H -2.6389 -2.4136 -0.3548 0.1 0.3 -0.2
O 1.6011 -0.5963 -3.3301 -0.2 0.2 0.0
H 1.0027 -0.3276 -2.6057 0.2 -0.4 -0.4
H 1.6499 0.1776 -3.9007 -0.1 0.1 0.0
O 0.1922 -3.4908 -1.3173 0.2 -0.2 -0.1
H 0.3510 -3.4461 -0.3688 0.0 0.0 0.0
H -0.7244 -3.7741 -1.3963 -0.1 0.3 0.0
O 0.2723 4.8841 1.9727 0.0 0.0 0.1
H -0.5577 4.4076 1.8852 0.0 0.0 0.0
H 0.9204 4.3060 1.5565 0.0 0.0 0.0
O 4.3143 0.0217 -2.8975 0.2 -0.1 0.1
H 3.8850 0.5931 -2.2435 0.2 0.1 -0.2
H 3.6149 -0.6083 -3.1153 -0.1 0.0 0.1
O -2.3125 -1.7342 1.5396 0.2 -0.3 0.2
H -1.3363 -1.6599 1.5406 -0.3 -0.1 -0.2
H -2.5426 -2.2926 2.2878 0.0 0.2 0.1
O -0.1278 -4.3670 1.7745 0.1 0.0 0.1
H -0.9482 -4.2124 2.2515 0.0 0.0 -0.1
H 0.4880 -3.7113 2.1211 0.0 0.0 -0.1
O 3.1339 -2.4749 0.7593 0.0 0.0 0.1
H 2.5294 -1.7190 0.7557 0.1 -0.1 -0.1
H 3.0927 -2.8123 1.6583 0.0 0.0 0.0
```
Forces are in eV/Å.

Calculated values
* E_LUMO: 2.1 eV
* net charge: -1
* energy: -51130.876 eV
* frontier orbital gap: 0.3482 Ha
* E_HOMO: -7.39 eV

Atom charges from the Mulliken analysis, given in e for atoms 1 to 8:
1. C 0.44
2. F -0.27
3. F -0.18
4. F -0.25
5. S 1.36
6. O -0.74
7. O -0.76
8. O -0.72

Record 3
The following is a quantum chemistry calculation of a 2-piece molecular cluster, C8H7Cl2N3O overall in a non-equilibrium geometry, from the Open Molecules 2025 dataset.

The geometry in XYZ format:
```
21
Properties=species:S:1:pos:R:3:forces:R:3
C -0.8033 -2.2524 -0.5857 1.4 3.4 -0.5
C 0.2209 -1.9916 0.3995 -1.3 -2.8 0.2
C -1.3109 -1.1016 -1.3220 1.7 -1.4 1.5
C 0.5194 -0.7087 0.7365 -0.3 0.3 -2.2
C 0.0060 0.2785 -0.1382 -1.0 0.9 1.6
C 1.1582 1.2820 1.5360 1.2 1.8 0.0
C 0.1623 2.8039 -0.1614 2.9 0.6 -0.6
C 0.0073 0.2394 4.4695 -0.7 -0.8 -0.3
N -0.9214 0.1604 -1.0667 0.4 -0.7 -0.3
N 1.2992 -0.0460 1.6462 -0.1 -0.8 0.5
N 0.4219 1.4975 0.4295 -0.3 -0.9 -0.7
O -0.2943 -0.8718 4.7500 0.1 0.7 -0.1
Cl 1.5105 0.9589 4.7879 1.0 0.2 0.6
Cl -0.9825 1.3480 3.5824 -0.8 0.0 0.2
H -1.0026 -3.2256 -0.9755 -0.2 -0.5 0.2
H 0.6582 -2.8414 0.9870 -0.5 0.8 -0.7
H -1.9250 -1.2326 -2.1883 -0.6 -0.1 -0.1
H 0.8056 2.8768 -1.1774 -1.2 0.1 2.4
H -0.8571 2.8871 -0.5180 -0.3 0.2 0.6
H 0.5744 3.5214 0.6738 -1.2 -0.9 -2.1
H 1.8082 -0.4770 2.4113 -0.2 0.2 -0.4
```
Forces are in eV/Å.

Calculated values
* E_LUMO: 0.5 eV
* energy: -39970.482 eV
* frontier orbital gap: 0.3388 Ha
* E_HOMO: -8.76 eV

Atom charges from the Mulliken analysis, given in e for atoms 1 to 8:
1. C -0.53
2. C -0.58
3. C -0.33
4. C 0.27
5. C 0.50
6. C -0.77
7. C -0.95
8. C 0.55

Record 4
The following is a quantum chemistry calculation of C38H32BN11O3V as an isolated structure in a non-equilibrium geometry, from the Open Molecules 2025 dataset.

The geometry in XYZ format:
```
86
Properties=species:S:1:pos:R:3:forces:R:3
V 0.7070 0.2926 0.0358 -1.7 -0.2 0.2
C 1.1246 1.8162 -3.8023 0.2 -0.1 -0.1
O 2.2839 1.1086 -4.2910 -0.4 0.2 0.0
C 3.0642 0.3871 -3.4499 0.0 -0.1 0.1
C 4.2467 -0.0761 -3.9936 0.2 0.0 -0.2
C 5.1765 -0.8168 -3.2619 -0.1 0.0 0.0
C 4.9238 -1.0695 -1.9328 0.1 0.0 -0.1
C 3.7315 -0.6204 -1.3608 0.4 -0.4 0.9
C 3.5376 -0.8364 0.0787 0.7 -0.1 -0.9
N 2.5303 -0.4551 0.7436 -0.4 -0.1 1.4
N 2.5966 -0.7201 2.1580 0.3 0.1 -1.2
C 1.4384 -0.3938 2.6344 -0.4 0.2 0.4
O 0.4707 0.0521 1.9206 0.0 -0.1 1.0
C 1.1869 -0.5177 4.1013 0.1 0.0 -0.5
C 0.1419 0.2041 4.6553 -0.3 0.1 0.2
C -0.1176 0.1135 6.0207 0.1 0.0 -0.2
C 0.6636 -0.7100 6.8202 0.0 0.0 0.0
C 1.7054 -1.4383 6.2566 0.0 0.0 -0.1
C 1.9691 -1.3396 4.8966 0.1 -0.1 0.3
C 2.7613 0.0493 -2.1095 -0.9 0.2 0.5
O 1.6141 0.3468 -1.5327 1.4 0.0 -1.9
H 0.7766 2.4051 -4.6483 0.1 0.0 -0.1
H 0.3537 1.1218 -3.4914 -0.1 0.0 0.1
H 1.3836 2.4796 -2.9786 0.1 0.0 0.0
H 4.4276 0.1699 -5.0347 0.0 0.0 0.0
H 6.0859 -1.1679 -3.7315 0.0 0.0 0.0
H 5.6384 -1.6054 -1.3170 0.0 0.0 0.0
H 4.3324 -1.3293 0.6375 0.1 0.0 -0.1
H -0.4620 0.8380 4.0103 0.2 -0.2 0.2
H -0.9297 0.6851 6.4537 0.0 0.0 0.0
H 0.4662 -0.7838 7.8829 0.0 0.0 0.0
H 2.3123 -2.0878 6.8752 0.0 0.0 0.0
H 2.7829 -1.8889 4.4416 0.0 0.0 0.0
C -2.9207 1.8797 -2.0058 0.0 0.0 0.0
C -1.5988 1.9404 -1.5488 0.0 0.2 0.0
N -1.1296 0.7329 -1.2880 -0.2 -0.5 0.4
N -2.1353 -0.1396 -1.5792 0.3 0.1 0.3
C -3.2196 0.5318 -2.0042 0.2 0.0 -0.1
B -1.9022 -1.6655 -1.5791 -0.1 -0.1 -0.1
N -1.3650 -2.1697 -0.2003 0.3 -0.1 -0.3
C -1.9564 -2.9374 0.7382 0.0 0.1 -0.2
C -0.9931 -3.3593 1.6261 0.2 0.0 0.0
C 0.1917 -2.7871 1.1440 0.2 -0.1 0.0
N -0.0185 -2.0675 0.0516 -0.7 0.2 -0.1
N -0.8777 -2.0148 -2.6832 0.0 0.3 0.2
C -0.3215 -3.2274 -2.9043 0.0 0.1 0.0
C 0.5406 -3.1107 -3.9673 0.0 0.2 -0.1
C 0.4407 -1.7468 -4.3350 0.1 -0.1 -0.1
N -0.4116 -1.0916 -3.5647 -0.2 -0.6 0.1
N -3.2438 -2.3609 -1.9658 0.1 0.2 0.3
C -3.6269 -2.6430 -3.2342 0.1 0.0 0.2
C -4.9481 -3.0225 -3.2043 -0.1 0.0 0.1
C -5.2985 -2.9276 -1.8410 0.0 0.0 0.0
N -4.2807 -2.5207 -1.0968 0.2 0.1 -0.5
H -3.5615 2.6962 -2.2976 0.0 -0.1 0.0
H -0.9687 2.8009 -1.3746 -0.1 0.0 0.0
H -4.1195 0.0058 -2.2867 0.1 0.0 0.0
H -3.0148 -3.1261 0.6902 0.0 0.0 0.0
H -1.1285 -3.9814 2.4969 0.0 0.1 -0.1
H 1.1954 -2.8554 1.5422 -0.1 0.0 0.0
H -0.5850 -4.0763 -2.2892 0.1 0.1 0.0
H 1.1635 -3.8782 -4.3994 0.0 0.1 0.0
H 0.9611 -1.2123 -5.1213 0.0 -0.1 0.1
H -2.9310 -2.5439 -4.0545 -0.1 0.0 0.1
H -5.5637 -3.3234 -4.0374 0.0 0.0 0.1
H -6.2483 -3.1424 -1.3687 0.1 0.0 -0.1
C -2.9873 1.6250 3.6081 0.0 0.1 0.0
C -2.2769 2.7414 4.0325 -0.1 -0.1 0.0
C -1.2960 3.2649 3.2147 0.0 0.0 -0.1
C -1.0405 2.6655 1.9735 0.2 -0.1 -0.2
N -1.7050 1.5752 1.5826 -0.2 0.1 0.0
C -2.6539 1.0795 2.3769 0.1 0.1 -0.1
C 0.0431 3.2031 1.0847 -0.2 0.1 0.3
C 0.1698 4.5986 1.0308 0.1 0.0 0.0
C 1.2139 5.2067 0.3449 -0.1 -0.2 0.1
C 2.1665 4.3946 -0.2562 -0.1 -0.2 0.1
C 2.0057 3.0106 -0.2200 0.0 0.0 -0.1
C 0.9236 2.3466 0.3912 0.3 0.6 -0.1
H -3.7639 1.1764 4.2158 0.0 0.0 0.0
H -2.4685 3.1840 5.0033 0.0 0.0 0.0
H -0.7046 4.1108 3.5348 0.0 0.0 0.0
H -3.1676 0.1957 2.0061 0.1 0.0 0.0
H -0.5713 5.2204 1.5218 0.0 0.0 0.0
H 1.2856 6.2877 0.2957 0.0 0.0 0.0
H 3.0179 4.8329 -0.7673 0.0 0.0 0.0
H 2.7610 2.4113 -0.7187 0.0 0.0 0.0
```
Forces are in eV/Å.

Calculated values
* 2S+1: 3
* E_LUMO (spin up / spin down): 2.7 / 2.7 eV
* net charge: -1
* energy: -88828.998 eV
* frontier orbital gap (spin up / spin down): 0.2629 / 0.2875 Ha
* E_HOMO (spin up / spin down): -4.47 / -5.17 eV

Atom charges from the Mulliken analysis, given in e for atoms 1 to 8:
1. V -0.22
2. C -0.46
3. O -0.52
4. C -0.40
5. C -0.58
6. C -0.92
7. C -0.79
8. C 0.52

Record 5
The following is a quantum chemistry calculation of a 2-piece molecular cluster, C3H9ClN3 overall in a non-equilibrium geometry, from the Open Molecules 2025 dataset.

The geometry in XYZ format:
```
16
Properties=species:S:1:pos:R:3:forces:R:3
C 0.2208 0.7127 -0.0090 2.5 1.9 1.1
C 1.6529 0.9390 0.5124 0.4 2.2 -1.1
C 0.4744 -1.8215 0.0040 -1.8 1.0 1.8
N -0.5976 1.7467 -0.1159 -1.8 -3.4 -1.4
N -0.0503 -0.5024 -0.3110 -2.2 0.1 -1.2
N -2.1906 -0.1062 -0.6127 0.4 -1.1 -1.4
Cl -2.8298 -1.2978 0.2627 -0.9 -1.0 1.1
H 2.4349 1.1586 -0.3338 -1.7 -0.5 1.4
H 1.6592 1.8397 1.2099 0.0 -1.3 -0.8
H 1.9061 0.0424 1.0180 0.7 -0.6 0.7
H 1.4006 -1.8407 -0.4877 1.6 -0.4 -0.4
H 0.5133 -1.9424 1.1456 0.0 -0.3 -1.8
H -0.1564 -2.5505 -0.5190 0.0 0.0 0.5
H -0.4644 2.6504 0.2078 0.8 1.6 0.6
H -1.5547 1.3523 -0.3805 1.2 1.4 0.6
H -2.4187 -0.3804 -1.5908 0.6 0.3 0.3
```
Forces are in eV/Å.

Calculated values
* E_LUMO (spin up / spin down): -6.2 / -5.9 eV
* net charge: +1
* energy: -20238.707 eV
* frontier orbital gap (spin up / spin down): 0.3034 / 0.3193 Ha
* E_HOMO (spin up / spin down): -14.41 / -14.56 eV

Atom charges from the Mulliken analysis, given in e for atoms 1 to 8:
1. C 0.85
2. C -1.06
3. C -0.89
4. N -0.30
5. N -0.24
6. N -0.43
7. Cl 0.10
8. H 0.28

Record 6
The following is a quantum chemistry calculation of C23H20BMnN6S as an isolated structure in a non-equilibrium geometry, from the Open Molecules 2025 dataset.

The geometry in XYZ format:
```
52
Properties=species:S:1:pos:R:3:forces:R:3
Mn 12.9373 12.4797 6.5125 -1.3 -3.2 0.8
C 16.5611 13.1727 4.4870 0.2 -0.9 -0.9
C 15.5992 12.2149 4.9550 0.2 1.9 0.3
N 14.4451 12.8594 5.1784 1.1 1.2 -2.8
N 14.5640 14.1551 4.5619 -0.5 -1.4 2.3
C 15.8340 14.3292 4.2139 0.6 0.2 -0.2
B 13.4563 15.2666 4.9071 0.4 -2.0 -1.5
N 12.0961 14.5779 4.5423 -1.8 0.4 0.2
C 11.0114 15.2027 3.9726 0.5 -1.3 0.6
C 9.8721 14.4748 4.2768 0.1 -0.4 -0.7
C 10.3099 13.3862 5.0742 0.2 -0.2 0.1
N 11.6328 13.4683 5.2361 -0.9 1.0 -1.1
N 13.4291 15.4592 6.3954 0.1 -1.2 3.5
C 13.4236 16.5664 7.1441 -1.0 0.2 0.3
C 12.9341 16.2932 8.4311 0.5 0.9 -0.1
C 12.7585 14.9100 8.4643 0.6 -0.1 -1.9
N 13.0995 14.3611 7.2627 -0.2 3.2 0.9
H 17.6246 13.0073 4.2414 -0.9 0.0 0.2
H 15.6483 11.1359 5.1486 0.2 0.8 0.1
H 16.1360 15.2892 3.7489 -0.1 -0.9 0.5
H 13.6889 16.2543 4.2278 -0.2 -0.2 0.5
H 11.1431 16.0587 3.3362 0.0 0.1 0.0
H 8.9301 14.5380 3.7350 0.1 0.3 0.6
H 9.7403 12.5368 5.5592 0.9 1.1 -0.7
H 13.6552 17.5233 6.6958 0.0 -0.1 0.0
H 12.7378 17.0508 9.2155 0.2 -0.8 -0.7
H 12.3560 14.3003 9.2611 0.3 -0.2 -0.1
C 12.0591 10.5791 7.3549 3.2 3.3 -0.9
C 10.8160 10.5534 7.2185 -4.0 -1.3 -1.4
C 9.5275 10.0048 7.2979 2.5 1.1 0.3
C 8.5557 10.8325 7.9467 -1.1 -2.2 -0.7
C 7.3487 10.2110 8.2082 0.9 0.8 0.2
C 7.0729 8.9439 7.7635 -1.7 -1.1 -0.3
C 7.9330 8.2457 6.9206 0.5 -1.8 0.1
C 9.2311 8.6888 6.7635 -0.2 0.5 -1.0
H 8.7473 11.8568 8.1432 0.3 0.6 0.4
H 6.6179 10.6977 8.8035 -0.7 0.6 0.4
H 6.0960 8.5108 7.9968 0.2 0.1 -0.1
H 7.6048 7.2207 6.5384 0.5 1.5 0.4
H 9.9719 8.1743 6.0847 -0.8 0.6 1.1
S 12.9851 9.9572 8.7953 0.0 -1.1 1.2
C 14.0750 9.0773 7.7572 -0.4 -0.4 1.3
C 15.1806 9.7474 7.3160 1.6 0.5 -0.7
C 16.1803 9.1043 6.5841 -1.6 -0.1 0.5
C 16.0051 7.7630 6.2573 1.4 0.2 -0.8
C 14.8172 7.1387 6.5431 -1.2 -1.4 0.9
C 13.8823 7.7561 7.3739 -0.5 -0.8 -0.4
H 15.3664 10.7951 7.5781 -0.4 -0.4 0.1
H 16.9305 9.7762 6.2541 1.3 -0.2 -0.3
H 16.8299 7.1872 5.8318 -0.3 0.3 -0.3
H 14.5732 6.0853 6.2407 0.7 1.1 0.2
H 13.0194 7.1396 7.7155 0.6 0.9 -0.3
```
Forces are in eV/Å.

Calculated values
* 2S+1: 6
* E_LUMO (spin up / spin down): 2.4 / 2.4 eV
* net charge: -1
* energy: -75946.675 eV
* frontier orbital gap (spin up / spin down): 0.1267 / 0.1284 Ha
* E_HOMO (spin up / spin down): -1.07 / -1.13 eV

Atom charges from the Mulliken analysis, given in e for atoms 1 to 8:
1. Mn -0.20
2. C -1.11
3. C -0.38
4. N -0.22
5. N 0.20
6. C -0.07
7. B 0.20
8. N 0.13

Among the records above, which one has the highest energy? C3H9ClN3

energy of number 1 (C31H27BBrGaNO5)? -167409.133 eV

What is the energy in the fourth record? -88828.998 eV

energy of number 6 (C23H20BMnN6S)? -75946.675 eV